# C5H10O2

An isolated molecule of C5H10O2 (ωB97M-V with the def2-TZVPD basis set, OMol25).

```
! wB97M-V def2-TZVPD RIJCOSX def2/J DEFGRID3
* xyz 0 1
C -0.35499 1.26727 0.31848
O -1.19655 -0.96350 -0.39069
H -0.76469 2.15386 0.81808
C -0.63602 -0.92778 -1.67695
H -2.02388 0.11091 1.08211
H 1.12447 -1.15338 0.22601
C 1.46874 -0.38826 0.91669
H -2.26776 0.79266 -0.54238
H -0.02278 1.62339 -0.66769
H 0.38113 -0.50276 -1.67100
C -1.53274 0.30655 0.12414
H -1.24907 -0.34431 -2.38013
O 2.60748 -0.68733 1.61163
H 2.96065 -1.52435 1.29206
C 0.82970 0.76481 1.10931
H 1.25363 1.43397 1.85631
H -0.57731 -1.96176 -2.02599
*
```

**M**: 102.1 g mol⁻¹
**Highest occupied orbital energy**: -8.6 eV
**Structure (SMILES)**: COCC/C=C/O
**Maximum force**: 0.46 eV/Å
**Electronic energy**: -9440.66678 eV
**Kohn-Sham gap**: 9.40 eV
**Relative energy (zero: lowest compared OMol25 entry of this formula, charge and spin)**: 54.80 kcal per mole